(1)
{"formula": "C6H14O2S", "method": "wB97M-V/def2-TZVPD", "elements": ["C", "C", "C", "C", "C", "C", "O", "O", "S", "H", "H", "H", "H", "H", "H", "H", "H", "H", "H", "H", "H", "H", "H"], "coordinates": [[0.533, -1.347, -2.232], [1.308, 0.937, -1.521], [0.263, 0.125, 2.658], [0.792, -0.414, -1.040], [-0.326, 1.013, 1.613], [-0.511, -0.283, -0.294], [-0.915, -1.464, 0.282], [-1.492, 0.413, -0.925], [-2.017, 1.507, 1.812], [-0.174, -0.881, -2.913], [1.459, -1.552, -2.764], [0.116, -2.289, -1.885], [0.509, 1.479, -2.018], [2.120, 0.790, -2.227], [1.671, 1.534, -0.690], [-0.254, -0.837, 2.671], [1.310, -0.056, 2.424], [0.205, 0.560, 3.660], [1.515, -0.886, -0.368], [0.255, 1.875, 1.319], [-1.878, -1.458, 0.380], [-2.049, 0.886, -0.264], [-2.441, 0.346, 2.324]], "charge": 0, "e_above_lowest_kcal_mol": 3.98, "lumo_ev": 0.6, "homo_lumo_gap_ev": 8.1, "multiplicity": 1, "homo_ha": -0.274}

---

(2)
{"formula": "C5H13N", "method": "wB97M-V/def2-TZVPD", "elements": ["C", "C", "C", "C", "N", "C", "H", "H", "H", "H", "H", "H", "H", "H", "H", "H", "H", "H", "H"], "coordinates": [[-1.109, 1.454, -1.949], [0.371, 1.325, -1.558], [0.711, 0.037, -0.816], [0.134, -0.034, 0.577], [0.514, -1.264, 1.285], [-0.425, -1.603, 2.363], [-1.382, 1.359, -2.993], [-1.470, 2.434, -1.629], [-1.699, 0.720, -1.398], [0.984, 1.419, -2.459], [0.689, 2.184, -0.963], [0.375, -0.799, -1.438], [1.798, -0.077, -0.752], [0.400, 0.854, 1.163], [-0.959, 0.010, 0.496], [1.399, -1.034, 1.704], [0.052, -2.131, 3.181], [-0.958, -0.701, 2.683], [-1.190, -2.264, 1.951]], "charge": 0, "e_above_lowest_kcal_mol": 17.47, "lumo_ev": 1.2, "homo_lumo_gap_ev": 10.1, "multiplicity": 1, "homo_ha": -0.326, "smiles": "CCCCNC"}

---

(3)
{"formula": "C4H8BeBrO3", "method": "wB97M-V/def2-TZVPD", "elements": ["Be", "Br", "C", "C", "O", "C", "O", "O", "C", "H", "H", "H", "H", "H", "H", "H", "H"], "coordinates": [[-11.792, 0.148, 1.362], [-7.899, -0.558, 2.488], [3.700, 0.728, -0.495], [2.747, 0.037, -1.412], [1.387, 0.259, -1.113], [0.646, -0.482, -0.218], [1.042, -1.306, 0.516], [-0.651, 0.007, -0.339], [-1.497, -0.236, 0.667], [3.706, 1.816, -0.432], [4.655, 0.213, -0.596], [3.326, 0.543, 0.512], [3.046, -0.994, -1.596], [3.017, 0.597, -2.307], [-2.479, -0.626, 0.401], [-1.789, 0.730, 1.080], [-1.163, -0.877, 1.483]], "charge": 1, "e_above_lowest_kcal_mol": 202.11, "lumo_ev": -10.6, "homo_lumo_gap_ev": 1.4, "multiplicity": 1, "homo_ha": -0.442}

---

(4)
{"formula": "C23H23BrLuN9OPSe", "method": "wB97M-V/def2-TZVPD", "elements": ["Lu", "C", "N", "C", "C", "N", "C", "P", "C", "N", "C", "C", "N", "C", "C", "N", "C", "C", "N", "C", "H", "H", "H", "H", "H", "H", "H", "H", "H", "H", "H", "H", "H", "H", "H", "Br", "C", "C", "C", "C", "N", "C", "H", "H", "H", "H", "O", "Se", "N", "C", "C", "C", "C", "C", "C", "N", "H", "H", "H", "H"], "coordinates": [[-0.309, -0.510, -0.848], [1.588, 2.148, 3.812], [0.997, 1.048, 3.017], [-0.081, 0.327, 3.451], [-0.407, -0.542, 2.444], [0.421, -0.334, 1.341], [1.410, 0.500, 1.776], [2.542, 1.350, 0.638], [3.091, -0.145, -0.112], [2.305, -0.659, -1.095], [2.937, -1.639, -1.790], [4.200, -1.833, -1.240], [4.306, -0.852, -0.222], [5.368, -1.036, 0.667], [1.193, 2.255, -0.385], [-0.020, 1.787, -0.878], [-0.787, 2.869, -1.142], [-0.108, 3.987, -0.801], [1.168, 3.652, -0.424], [2.189, 4.642, -0.124], [1.431, 1.931, 4.875], [2.617, 2.118, 3.566], [1.079, 3.142, 3.614], [-0.535, 0.414, 4.418], [-1.311, -1.196, 2.449], [2.496, -2.067, -2.647], [5.104, -2.487, -1.378], [6.327, -1.094, 0.164], [5.434, -0.346, 1.542], [5.364, -2.058, 1.129], [-1.815, 2.747, -1.503], [-0.411, 5.018, -0.944], [1.711, 5.673, -0.034], [2.829, 4.435, 0.746], [2.909, 4.749, -0.899], [-1.245, -6.311, 1.441], [-0.926, -5.410, -0.285], [-1.161, -5.859, -1.578], [-1.117, -4.933, -2.647], [-0.602, -3.643, -2.375], [-0.579, -3.197, -1.102], [-0.506, -4.106, -0.130], [-1.703, -6.854, -1.672], [-1.334, -5.280, -3.674], [-0.208, -3.008, -3.120], [-0.419, -3.719, 0.853], [-0.776, 0.016, -2.794], [-2.459, -0.059, -2.910], [-2.574, -0.589, -1.029], [-3.292, 0.417, -0.562], [-3.694, 0.522, 0.780], [-4.894, 1.128, 1.017], [-5.635, 1.748, -0.041], [-5.014, 2.092, -1.170], [-3.713, 1.484, -1.468], [-2.890, 1.680, -2.531], [-3.153, 0.019, 1.514], [-5.307, 1.082, 2.053], [-6.637, 1.997, 0.188], [-5.396, 2.789, -1.945]], "charge": 1, "lumo_ev": -3.3, "homo_lumo_gap_ev": 4.3, "multiplicity": 1, "homo_ha": -0.279}

---

(5)
{"formula": "C3H3MgO9", "method": "wB97M-V/def2-TZVPD", "elements": ["Mg", "O", "C", "O", "O", "H", "O", "C", "O", "O", "H", "O", "C", "O", "O", "H"], "coordinates": [[-17.739, -7.374, 4.528], [-18.417, -5.377, 1.447], [-18.103, -6.114, 2.504], [-18.510, -7.287, 2.650], [-17.419, -5.717, 3.403], [-18.055, -4.506, 1.629], [-19.823, -5.552, 7.156], [-19.042, -6.343, 6.347], [-17.824, -6.498, 6.399], [-19.555, -7.049, 5.470], [-20.700, -5.663, 6.782], [-15.805, -10.605, 4.749], [-16.467, -9.461, 4.739], [-17.661, -9.418, 5.084], [-15.981, -8.382, 4.310], [-16.561, -11.170, 4.923]], "charge": 0, "e_above_lowest_kcal_mol": 0.00, "lumo_ev": [0.0, -5.9], "homo_lumo_gap_ev": [10.6, 4.2], "s2": 0.756, "multiplicity": 2, "homo_ha": [-0.390, -0.369]}

---

(6)
{"formula": "C3H10N2S", "method": "wB97M-V/def2-TZVPD", "elements": ["H", "N", "C", "N", "H", "H", "H", "C", "S", "C", "H", "H", "H", "H", "H", "H"], "coordinates": [[-1.566, -1.612, 2.959], [-1.073, -1.079, 2.259], [-1.293, 0.171, 2.521], [-0.747, 1.258, 1.874], [-2.102, 0.351, 3.060], [-1.331, 2.077, 1.784], [-0.009, 1.097, 1.169], [-0.426, -0.648, -2.465], [0.574, 0.298, -1.395], [2.196, -0.241, -0.929], [0.154, -1.262, -3.158], [-1.105, -1.301, -1.821], [-1.079, 0.012, -3.077], [2.630, 0.695, -0.453], [2.860, -0.681, -1.690], [2.242, -1.097, -0.157]], "charge": 0, "e_above_lowest_kcal_mol": 32.61, "lumo_ev": 0.9, "homo_lumo_gap_ev": 9.2, "multiplicity": 1, "homo_ha": -0.304, "smiles": "[H]/N=C/N.CSC"}

---

(7)
{"formula": "C5H16NO", "method": "wB97M-V/def2-TZVPD", "elements": ["C", "C", "C", "C", "C", "N", "H", "H", "H", "H", "H", "H", "H", "H", "H", "H", "H", "H", "H", "H", "H", "H", "O"], "coordinates": [[0.763, 0.434, 0.463], [-0.266, -0.596, 0.038], [-0.318, -1.553, 1.250], [0.182, -1.391, -1.197], [-1.018, -1.937, -1.966], [0.635, 1.726, -0.308], [0.767, 0.678, 1.524], [1.763, 0.043, 0.234], [-1.270, -0.166, -0.007], [-0.973, -2.394, 1.004], [-0.830, -1.092, 2.102], [0.658, -1.964, 1.477], [0.766, -2.253, -0.859], [0.867, -0.817, -1.828], [-1.773, -1.164, -2.138], [-1.490, -2.722, -1.378], [-0.767, -2.260, -2.967], [0.777, 1.502, -1.293], [1.283, 2.473, -0.038], [-0.268, 2.181, -0.156], [-0.551, 4.000, 1.966], [0.905, 3.934, 2.138], [0.159, 3.340, 1.938]], "charge": 1, "e_above_lowest_kcal_mol": 14.03, "lumo_ev": -3.4, "homo_lumo_gap_ev": 11.7, "multiplicity": 1, "homo_ha": -0.552}

---

(8)
{"formula": "C4I2O2", "method": "wB97M-V/def2-TZVPD", "elements": ["C", "C", "C", "C", "O", "O", "I", "I"], "coordinates": [[-0.601, 0.555, 0.846], [0.824, 0.286, -0.588], [-0.117, -0.572, 1.278], [0.065, -0.274, -1.442], [0.526, -1.441, 1.723], [-0.843, -0.614, -2.095], [-2.445, 1.203, 0.161], [2.590, 0.857, 0.117]], "charge": 0, "e_above_lowest_kcal_mol": 0.00, "lumo_ev": -1.2, "homo_lumo_gap_ev": 7.8, "multiplicity": 1, "homo_ha": -0.331}